The following is a quantum chemistry calculation of C16H21N2OPt as an isolated structure in a non-equilibrium geometry, from OMol25.

Summary:
Energy relative to the best compared isomer or geometry (same formula, charge and spin) ... 105.2 kJ/mol
Kohn-Sham gap (alpha / beta) ... 3.1 / 3.1 eV

Structure (ORCA input):
```
! RIJCOSX wB97M-V def2-TZVPD def2/J DEFGRID3
* xyz 3 1
Pt 0.323 0.645 0.197
C 1.614 0.752 -1.970
C 2.072 -0.528 -1.461
C 2.616 -0.289 -0.141
C 2.377 1.113 0.209
C 1.756 1.746 -0.904
C 1.600 3.211 -1.089
C 2.978 1.813 1.367
C 3.333 -1.247 0.680
C 2.100 -1.800 -2.180
C 1.146 1.031 -3.310
H 2.314 3.563 -1.843
H 1.781 3.763 -0.171
H 0.605 3.465 -1.470
H 4.006 2.104 1.106
H 3.044 1.172 2.247
H 2.443 2.727 1.621
H 4.370 -0.874 0.781
H 3.353 -2.257 0.281
H 2.957 -1.247 1.711
H 3.128 -1.964 -2.551
H 1.436 -1.822 -3.041
H 1.889 -2.645 -1.519
H 0.408 1.837 -3.335
H 0.804 0.155 -3.857
H 2.025 1.434 -3.860
N -6.279 -1.755 1.624
C -5.149 -1.720 2.358
O -5.058 -2.070 3.510
C -3.884 -1.178 1.695
C -3.736 -0.760 0.372
C -2.529 -0.265 -0.055
N -1.466 -0.167 0.786
C -1.597 -0.589 2.075
C -2.778 -1.095 2.542
H -7.115 -2.100 2.070
H -6.347 -1.479 0.664
H -4.540 -0.821 -0.350
H -2.392 0.075 -1.072
H -0.731 -0.499 2.719
H -2.879 -1.434 3.566
*
```


The following is a quantum chemistry calculation of a 13-piece molecular cluster, C39H78O39 overall in a non-equilibrium geometry, from OMol25.

Summary:
Energy relative to the best compared isomer or geometry (same formula, charge and spin) ... 132.6 kJ/mol
Kohn-Sham gap ... 11.2 eV

Structure (ORCA input):
```
! RIJCOSX wB97M-V def2-TZVPD def2/J DEFGRID3
* xyz 0 1
C -0.228 2.200 -3.127
O -0.875 3.453 -3.202
C -1.822 3.618 -4.142
O -2.598 2.734 -4.434
O -1.730 4.823 -4.637
C -2.520 5.169 -5.762
H -0.954 1.464 -2.777
H 0.563 2.197 -2.378
H 0.283 1.873 -4.035
H -3.363 4.510 -5.961
H -1.898 5.100 -6.656
H -2.899 6.185 -5.691
C -4.997 -4.555 0.191
O -5.582 -3.514 0.945
C -5.072 -2.327 0.982
O -4.155 -1.927 0.279
O -5.770 -1.538 1.788
C -5.339 -0.192 1.956
H -4.257 -4.215 -0.530
H -5.724 -5.172 -0.332
H -4.522 -5.228 0.908
H -5.718 0.175 2.908
H -5.780 0.510 1.242
H -4.256 -0.175 1.867
C 1.102 3.561 1.624
O 0.012 3.920 0.805
C -0.048 5.104 0.181
O 0.800 5.962 0.278
O -1.205 5.207 -0.410
C -1.561 6.445 -1.027
H 0.781 2.879 2.409
H 1.484 4.487 2.063
H 1.934 3.075 1.110
H -0.737 6.679 -1.706
H -1.578 7.224 -0.262
H -2.518 6.358 -1.524
C -2.838 3.224 3.013
O -1.693 2.713 3.651
C -1.653 1.415 4.008
O -2.618 0.691 3.965
O -0.424 1.142 4.348
C -0.025 -0.188 4.650
H -2.499 3.999 2.322
H -3.515 3.752 3.686
H -3.390 2.529 2.385
H -0.383 -0.579 5.602
H 1.060 -0.158 4.731
H -0.309 -0.781 3.782
C 4.942 4.875 3.137
O 5.676 3.657 3.200
C 5.396 2.699 2.325
O 4.651 2.808 1.385
O 6.088 1.622 2.685
C 6.087 0.520 1.794
H 3.928 4.731 2.767
H 5.455 5.535 2.439
H 4.909 5.318 4.127
H 5.163 0.408 1.225
H 6.214 -0.384 2.384
H 6.892 0.615 1.064
C -0.922 -4.712 6.593
O -1.578 -3.702 5.817
C -1.241 -3.577 4.540
O -0.380 -4.182 3.963
O -2.063 -2.691 4.007
C -2.089 -2.537 2.578
H -1.143 -4.407 7.613
H 0.159 -4.713 6.464
H -1.375 -5.671 6.355
H -2.779 -3.318 2.270
H -1.106 -2.676 2.130
H -2.386 -1.529 2.313
C 9.706 -2.766 -4.291
O 9.102 -2.172 -3.178
C 7.870 -1.654 -3.379
O 7.292 -1.690 -4.433
O 7.536 -0.976 -2.315
C 6.216 -0.444 -2.257
H 10.196 -2.058 -4.963
H 9.006 -3.372 -4.867
H 10.464 -3.494 -4.000
H 6.230 0.451 -2.876
H 5.952 -0.229 -1.223
H 5.463 -1.179 -2.546
C 2.483 -1.232 -3.901
O 1.651 -1.639 -2.839
C 0.354 -1.777 -3.116
O -0.155 -1.668 -4.193
O -0.277 -1.926 -1.956
C -1.684 -1.689 -1.879
H 1.999 -0.659 -4.698
H 2.836 -2.081 -4.493
H 3.321 -0.642 -3.544
H -1.963 -0.650 -1.718
H -1.995 -2.242 -0.996
H -2.186 -2.113 -2.747
C 6.399 -4.641 -5.473
O 5.230 -4.375 -4.706
C 5.321 -4.249 -3.405
O 6.290 -4.431 -2.705
O 4.124 -3.894 -2.941
C 4.041 -3.652 -1.543
H 6.482 -5.705 -5.686
H 7.297 -4.356 -4.932
H 6.353 -4.003 -6.349
H 4.328 -4.541 -0.983
H 3.048 -3.333 -1.251
H 4.766 -2.898 -1.228
C -5.599 0.226 -1.925
O -6.609 -0.578 -1.355
C -7.565 -0.026 -0.662
O -7.741 1.140 -0.430
O -8.366 -1.004 -0.206
C -9.426 -0.616 0.646
H -6.040 1.038 -2.500
H -4.928 -0.368 -2.545
H -4.884 0.593 -1.183
H -9.025 -0.068 1.500
H -9.888 -1.529 1.017
H -10.175 -0.064 0.076
C 2.553 -0.324 0.087
O 1.374 0.266 -0.437
C 0.262 0.071 0.267
O 0.142 -0.629 1.237
O -0.652 0.883 -0.246
C -1.858 1.177 0.490
H 3.370 -0.137 -0.602
H 2.403 -1.400 0.202
H 2.789 0.058 1.082
H -2.407 0.263 0.711
H -2.401 1.856 -0.159
H -1.534 1.693 1.388
C -7.304 4.187 1.632
O -6.933 4.327 0.276
C -5.815 3.711 -0.109
O -5.111 3.088 0.637
O -5.712 3.971 -1.402
C -4.517 3.661 -2.115
H -8.024 3.371 1.744
H -7.780 5.105 1.965
H -6.476 3.912 2.284
H -3.623 4.187 -1.783
H -4.705 3.802 -3.174
H -4.288 2.602 -1.993
C 2.172 -1.957 3.330
O 3.232 -2.855 3.582
C 3.806 -3.435 2.534
O 3.701 -3.063 1.393
O 4.496 -4.473 2.993
C 5.126 -5.300 2.032
H 1.646 -1.695 4.244
H 1.389 -2.411 2.717
H 2.521 -1.057 2.823
H 4.907 -6.360 2.192
H 6.210 -5.226 2.067
H 4.727 -5.150 1.031
*
```


The following is a quantum chemistry calculation of C12H36AgO16P3S as an isolated structure in a non-equilibrium geometry, from OMol25.

Summary:
⟨S²⟩ ... 2.0129
Kohn-Sham gap (alpha / beta) ... 9.1 / 1.8 eV

Structure (ORCA input):
```
! RIJCOSX wB97M-V def2-TZVPD def2/J DEFGRID3
* xyz 2 3
Ag -0.408 -1.095 -3.452
O -0.488 -1.028 -1.307
H -0.047 -0.796 -0.467
O -4.977 1.810 3.966
S -4.536 3.057 3.383
O -4.310 4.312 4.051
O -3.256 2.758 2.378
C -3.251 1.542 1.598
C -2.036 0.713 2.045
C -5.770 3.487 2.009
H -3.073 1.781 0.550
H -4.196 0.999 1.581
H -1.804 -0.007 1.260
H -2.125 0.219 3.012
H -1.175 1.376 2.133
H -5.538 2.875 1.138
H -5.525 4.481 1.634
H -6.767 3.309 2.412
C 0.304 2.307 -0.867
O -0.459 3.213 -1.634
P -0.948 2.674 -3.087
O -0.685 1.240 -3.421
O -0.267 3.728 -4.044
C -0.456 5.140 -3.921
O -2.455 2.971 -2.997
C -3.288 2.220 -2.196
H 1.044 2.924 -0.357
H 0.893 1.756 -1.600
H -0.301 1.810 -0.108
H -0.563 5.548 -4.926
H 0.402 5.568 -3.402
H -1.399 5.311 -3.401
H -2.781 1.371 -1.736
H -4.132 1.909 -2.811
H -3.719 2.784 -1.369
C 2.167 -0.557 0.274
O 2.804 0.130 -0.789
P 2.978 -0.489 -2.266
O 1.745 -0.894 -2.976
O 3.724 0.674 -3.082
C 4.768 1.424 -2.585
O 4.080 -1.672 -2.102
C 3.644 -3.039 -2.079
H 1.791 -1.513 -0.090
H 1.316 0.022 0.632
H 2.876 -0.848 1.049
H 5.665 1.270 -3.185
H 4.937 1.307 -1.515
H 4.556 2.476 -2.775
H 2.562 -3.129 -1.984
H 4.099 -3.538 -1.223
H 3.944 -3.594 -2.969
C -0.319 -3.911 0.162
O 0.119 -4.406 1.369
P 1.673 -4.324 1.872
O 2.695 -4.558 0.797
O 1.720 -2.941 2.702
C 2.743 -2.613 3.654
O 1.798 -5.518 3.038
C 0.788 -5.671 4.020
H -1.076 -3.144 0.321
H -0.861 -4.739 -0.294
H 0.496 -3.531 -0.454
H 2.410 -2.491 4.685
H 3.283 -1.705 3.386
H 3.482 -3.411 3.717
H -0.019 -4.957 3.854
H 1.090 -5.727 5.066
H 0.415 -6.650 3.721
*
```


The following is a quantum chemistry calculation of C42H34CrN3O7P2 as an isolated structure in a non-equilibrium geometry, from OMol25.

Summary:
⟨S²⟩ ... 3.9440
Kohn-Sham gap (alpha / beta) ... 6.2 / 7.1 eV

Structure (ORCA input):
```
! RIJCOSX wB97M-V def2-TZVPD def2/J DEFGRID3
* xyz 2 4
C 0.619 -1.494 -3.322
C -0.464 -1.814 -2.487
C -1.774 -1.812 -3.012
C -1.975 -1.612 -4.377
C -0.895 -1.250 -5.200
C 0.389 -1.130 -4.645
P -0.237 -2.069 -0.710
C -1.423 -3.340 -0.146
C -2.680 -2.954 0.350
C -3.619 -3.903 0.753
C -3.320 -5.256 0.640
C -2.083 -5.650 0.122
C -1.112 -4.704 -0.213
Cr -0.337 0.128 0.221
P -0.074 2.270 -0.669
C -1.531 2.338 -1.774
C -1.495 2.855 -3.083
C -2.557 2.533 -3.946
C -3.629 1.718 -3.521
C -3.727 1.330 -2.182
C -2.663 1.596 -1.325
C -0.205 3.556 0.542
C 0.858 3.724 1.460
C 0.709 4.632 2.503
C -0.473 5.383 2.601
C -1.467 5.276 1.626
C -1.348 4.371 0.589
C 1.689 2.452 -1.131
C 2.550 1.341 -0.893
C 3.756 1.266 -1.580
C 4.125 2.275 -2.470
C 3.256 3.340 -2.724
C 2.032 3.443 -2.054
C 1.392 -2.801 -0.513
C 1.911 -3.678 -1.480
C 3.221 -4.146 -1.363
C 3.996 -3.783 -0.247
C 3.449 -2.977 0.767
C 2.146 -2.497 0.641
H 1.788 3.138 1.318
H 1.519 4.727 3.235
H -0.595 6.054 3.436
H -2.349 5.908 1.655
H -2.092 4.276 -0.207
H -0.646 3.488 -3.398
H -2.535 2.901 -4.982
H -4.405 1.368 -4.211
H -4.608 0.772 -1.829
H -2.678 1.159 -0.309
H 2.177 0.462 -0.329
H 4.397 0.389 -1.464
H 5.084 2.210 -2.990
H 3.523 4.096 -3.455
H 1.343 4.277 -2.228
H 1.306 -3.984 -2.335
H 3.643 -4.791 -2.142
H 5.032 -4.132 -0.154
H 4.044 -2.729 1.658
H 1.712 -1.882 1.430
H -2.906 -1.893 0.424
H -4.578 -3.572 1.155
H -4.057 -6.000 0.939
H -1.866 -6.701 -0.041
H -0.125 -5.014 -0.562
H -2.617 -2.036 -2.335
H -2.976 -1.749 -4.807
H -1.042 -1.085 -6.266
H 1.230 -0.768 -5.248
H 1.624 -1.342 -2.906
H 0.192 0.333 -1.308
H 0.973 -0.075 -1.663
O 0.568 0.486 8.072
N -0.153 -0.227 7.328
O -0.992 -1.035 7.786
C 0.050 -0.129 5.906
C 1.057 0.737 5.446
C 1.315 0.843 4.102
C 0.392 0.352 3.132
O 0.552 0.691 1.904
C -0.693 -0.449 3.646
C -0.800 -0.754 5.001
N -1.720 -0.903 2.762
O -2.472 -1.817 3.125
O -1.923 -0.351 1.616
N 2.443 1.702 3.699
O 2.600 2.717 4.429
O 3.196 1.414 2.748
H 1.660 1.356 6.125
H -1.601 -1.395 5.341
*
```


The following is a quantum chemistry calculation of a 4-piece molecular cluster, C25H60BN2O10 overall in a non-equilibrium geometry, from OMol25.

Summary:
Kohn-Sham gap ... 7.2 eV

Structure (ORCA input):
```
! RIJCOSX wB97M-V def2-TZVPD def2/J DEFGRID3
* xyz 1 1
C 0.253 -0.089 -0.234
N -0.167 1.313 -0.467
C 0.982 2.257 -0.400
B -1.147 1.661 0.505
O -0.810 2.166 1.731
C -2.711 1.575 0.102
C -2.973 0.950 -1.259
C -4.409 0.463 -1.453
C -5.340 1.254 -0.558
C -5.063 0.838 0.860
N -3.581 0.958 1.195
H 1.319 -0.159 -0.381
H -0.207 -0.752 -0.957
H 0.046 -0.450 0.773
H 0.615 3.274 -0.409
H 1.597 2.097 0.481
H 1.604 2.100 -1.271
H -1.252 1.819 2.508
H -3.040 2.610 0.075
H -2.264 0.164 -1.487
H -2.784 1.748 -1.966
H -4.680 0.533 -2.496
H -4.483 -0.575 -1.138
H -5.203 2.321 -0.701
H -6.379 1.012 -0.743
H -5.654 1.402 1.568
H -5.313 -0.210 0.957
H -3.485 1.542 2.021
H -3.227 0.036 1.438
C 1.701 3.870 -4.716
O 3.106 3.880 -4.674
C 3.620 3.231 -3.531
C 5.051 2.799 -3.752
O 5.169 1.605 -4.503
C 4.888 1.670 -5.893
C 5.967 2.336 -6.709
O 5.893 3.742 -6.584
C 7.097 4.379 -6.949
H 1.269 4.402 -3.858
H 1.397 4.375 -5.630
H 1.311 2.844 -4.729
H 3.010 2.348 -3.293
H 3.582 3.927 -2.678
H 5.482 2.555 -2.777
H 5.632 3.615 -4.185
H 3.921 2.141 -6.081
H 4.828 0.628 -6.214
H 5.836 2.053 -7.764
H 6.947 1.974 -6.373
H 7.930 4.044 -6.319
H 6.955 5.448 -6.807
H 7.350 4.191 -7.998
C 8.083 -1.832 3.414
O 7.535 -2.150 2.156
C 6.840 -3.382 2.164
C 5.889 -3.471 0.997
O 4.689 -2.729 1.170
C 4.764 -1.330 0.981
C 4.812 -0.901 -0.468
O 6.113 -1.061 -0.975
C 6.190 -1.114 -2.387
H 8.816 -2.580 3.736
H 8.583 -0.870 3.317
H 7.301 -1.752 4.179
H 6.274 -3.492 3.099
H 7.559 -4.211 2.095
H 5.567 -4.510 0.915
H 6.394 -3.193 0.070
H 5.600 -0.893 1.533
H 3.838 -0.946 1.411
H 4.523 0.163 -0.534
H 4.091 -1.493 -1.048
H 5.636 -1.971 -2.787
H 7.242 -1.232 -2.634
H 5.816 -0.197 -2.856
C -8.754 0.611 4.263
O -8.649 -0.779 4.066
C -7.698 -1.128 3.091
C -7.228 -2.554 3.250
O -6.268 -2.727 4.274
C -6.750 -2.774 5.613
C -7.403 -4.082 5.984
O -8.711 -4.150 5.454
C -9.202 -5.472 5.394
H -9.078 1.124 3.349
H -9.497 0.776 5.038
H -7.797 1.037 4.594
H -6.819 -0.465 3.163
H -8.149 -1.009 2.092
H -6.705 -2.828 2.328
H -8.079 -3.226 3.369
H -7.424 -1.941 5.820
H -5.860 -2.660 6.235
H -7.443 -4.155 7.080
H -6.793 -4.911 5.604
H -8.567 -6.102 4.762
H -10.199 -5.429 4.963
H -9.266 -5.922 6.391
*
```


The following is a quantum chemistry calculation of a 2-piece molecular cluster, C3H2BrClO3 overall in a non-equilibrium geometry, from OMol25.

Summary:
Energy relative to the best compared isomer or geometry (same formula, charge and spin) ... 27.5 kJ/mol
Kohn-Sham gap ... 9.8 eV
SMILES ... O=c1occ(Cl)o1.Br

Structure (ORCA input):
```
! RIJCOSX wB97M-V def2-TZVPD def2/J DEFGRID3
* xyz 0 1
O -0.806 2.877 -1.128
C -0.415 1.975 -0.489
O -1.084 1.282 0.470
C -0.277 0.284 0.935
C 0.891 0.285 0.193
Cl 2.318 -0.690 0.313
O 0.810 1.361 -0.685
H -0.785 -0.534 1.455
Br -0.624 -2.882 -0.337
H -0.027 -3.960 -0.728
*
```


M, record by record: 452.4; 1171.0; 669.3; 806.7; 559.6; 201.4 g/mol